Entry 1:
8
Properties=species:S:1:pos:R:3:forces:R:3 method="wB97M-V/def2-TZVPD" e_lumo_ev=-2.20 relative_energy_kcal_mol=7.3 charge=0 homo_energy_ev=-9.7 orbital_gap_ev=7.46 smiles="S=C1C=NC=N1"
C 0.92753 0.04658 0.38133 0.0 0.7 -0.1
C 0.22360 -0.69174 -0.71240 1.1 -0.9 -0.4
C -1.11558 0.55743 0.28562 -1.6 0.8 0.3
H 0.69992 -1.40475 -1.36486 0.1 -0.1 -0.1
H -2.14812 0.94629 0.46448 1.2 -0.1 0.0
N -0.99846 -0.38644 -0.78987 -0.3 0.3 0.4
N -0.06344 0.87740 0.94720 -0.6 -0.3 0.0
S 2.47455 0.05522 0.78850 0.0 -0.3 -0.1

***

Entry 2:
14
Properties=species:S:1:pos:R:3:forces:R:3 method="wB97M-V/def2-TZVPD" e_lumo_ev=0.83 relative_energy_kcal_mol=34.9 charge=0 homo_energy_ev=-8.9 orbital_gap_ev=9.73 smiles=SCC1(S)CC1
C -1.15853 -0.00650 -0.69184 0.7 1.0 1.6
C 0.19221 0.29762 -0.01655 1.0 -2.9 0.0
C 0.75566 -0.75334 1.04524 -2.8 0.2 -1.2
C 1.29607 -0.75161 -0.35028 -1.4 1.1 1.0
H -1.93782 0.70935 1.50142 -0.3 -0.2 -1.0
H -1.20671 0.45742 -1.65488 0.0 0.4 -0.6
H -1.31645 -1.05141 -0.82239 0.3 -0.9 -0.1
H 0.70536 2.23779 -1.11488 0.2 0.2 0.2
H 1.26011 -0.32011 1.89660 0.3 -0.3 -0.1
H -0.05606 -1.52443 1.24831 1.4 1.0 0.1
H 2.23766 -0.31292 -0.49405 1.2 0.2 -0.3
H 0.99937 -1.52420 -1.01796 0.0 -0.6 -0.3
S -2.56354 0.60441 0.27329 -0.1 0.4 1.0
S 0.79269 1.93792 0.19798 -0.4 0.4 -0.3

***

Entry 3:
8
Properties=species:S:1:pos:R:3:forces:R:3 method="wB97M-V/def2-TZVPD" e_lumo_ev="-0.36 / -2.96" relative_energy_kcal_mol=76.3 charge=0 homo_energy_ev="-8.7 / -9.9" orbital_gap_ev="8.33 / 6.90" multiplicity=3
C 1.01541 0.31588 0.04770 1.2 0.3 0.4
C -1.48045 0.14920 -0.21040 -1.8 -0.3 1.6
O 3.26780 -0.99886 0.10107 0.9 -0.3 0.4
F 1.01530 1.36491 0.85682 0.4 -1.5 -1.0
F -1.72247 0.16384 -1.49156 -0.1 0.5 -0.3
F -1.90089 1.21974 0.47198 0.3 0.5 -1.1
S 1.90288 -0.99194 -0.40222 -1.0 1.5 0.2
Cl -2.09758 -1.22278 0.62661 0.2 -0.7 -0.2

***

Entry 4:
44
Properties=species:S:1:pos:R:3:forces:R:3 method="wB97M-V/def2-TZVPD" e_lumo_ev=-4.28 relative_energy_kcal_mol=61.8 charge=+1 homo_energy_ev=-11.6 orbital_gap_ev=7.33
C -1.21868 1.06036 3.17094 -0.5 0.2 -0.1
C -1.00432 -0.45630 3.11608 -0.5 -0.5 -0.3
C 0.42215 -0.71377 2.66960 0.4 0.2 0.3
N 0.94449 0.58537 2.14132 -1.2 -1.2 1.7
N 2.26192 0.80144 2.41057 2.0 1.3 -0.4
C 3.12884 0.12506 3.06273 -0.9 -0.1 0.1
C 0.03575 1.73438 2.68877 2.1 -0.6 -0.2
H -2.04162 1.33690 2.50433 0.0 0.0 0.3
H -1.45310 1.41751 4.17374 -0.1 -0.1 -0.1
H -1.18323 -0.92834 4.08598 -0.1 0.0 -0.3
H -1.69055 -0.88538 2.36715 0.1 0.0 0.5
H 1.06150 -1.03153 3.51847 -0.5 0.2 -0.4
H 0.49026 -1.50349 1.90165 0.1 0.4 0.1
H 4.17169 0.47787 2.98282 -0.7 0.0 0.2
H 2.94520 -0.73540 3.74187 0.0 0.3 -0.7
H -0.14804 2.47543 1.91053 0.2 -0.1 -0.1
H 0.63053 2.22639 3.48387 -0.5 -0.3 -0.4
C -4.58520 0.38354 -3.36489 0.3 -0.3 -0.1
C -4.16606 1.38523 -2.48553 0.2 0.0 0.0
C -2.89025 1.34132 -1.92907 0.4 -0.4 0.1
C -2.00639 0.27109 -2.21737 -1.1 0.3 -0.5
C -0.71637 0.16451 -1.55981 1.1 -0.3 0.1
O 0.00535 -0.89506 -2.00730 0.1 0.6 1.0
C 1.29603 -1.11322 -1.55532 -0.3 0.7 -0.6
C 1.89740 -0.22876 -0.63686 0.2 -0.7 -0.1
C 3.27600 -0.41084 -0.37044 0.3 0.0 -0.1
C 3.98704 -1.41918 -1.00721 0.0 0.1 0.1
C 3.35502 -2.25814 -1.94395 -0.4 -0.2 0.1
C 2.00436 -2.10080 -2.23561 0.2 -0.1 0.3
C 1.11114 0.83353 -0.10469 0.0 1.1 -0.4
C -0.17520 1.04092 -0.62070 -0.5 -0.4 -0.2
C -2.41857 -0.69509 -3.15987 -0.2 0.0 0.1
C -3.69952 -0.65088 -3.71259 0.1 0.4 0.2
H -5.58936 0.40917 -3.80193 0.4 0.0 0.2
H -4.83716 2.20829 -2.23490 0.2 -0.2 -0.1
H -2.54535 2.12996 -1.25662 -0.4 -0.2 -0.2
H 3.78075 0.29061 0.30288 -0.3 -0.4 -0.3
H 5.05146 -1.56342 -0.80250 -0.4 0.1 -0.1
H 3.91459 -3.05138 -2.44991 -0.1 0.4 0.2
H 1.48855 -2.70219 -2.98272 0.2 0.1 0.2
H 1.62617 1.66590 0.38639 -0.2 -0.4 -0.3
H -0.77224 1.89857 -0.29994 0.3 -0.4 -0.2
H -1.74355 -1.49573 -3.46047 -0.2 0.2 0.2
H -4.00143 -1.42444 -4.41947 0.1 0.3 0.2

***

Entry 5:
63
Properties=species:S:1:pos:R:3:forces:R:3 method="wB97M-V/def2-TZVPD" e_lumo_ev=-0.22 relative_energy_kcal_mol=0.9 charge=0 homo_energy_ev=-8.1 orbital_gap_ev=7.87 smiles="Cc1cccc(CN2CCC(CNC(=O)CSc3cc(=O)n(C)c4cc(Cl)ccc34)CC2)c1"
C -1.10797 -2.31982 2.49012 0.0 0.0 0.0
C -0.88230 -0.88645 2.11848 0.0 0.0 0.0
C 0.37012 -0.42628 1.73451 0.0 0.0 0.1
C 0.54514 0.88965 1.34204 0.0 0.1 0.0
C -0.52971 1.75913 1.32627 0.0 0.0 0.1
C -1.78753 1.33004 1.73434 0.0 0.0 0.1
C -1.94336 0.01069 2.13564 0.2 0.1 0.0
H -2.90904 -0.33127 2.48169 -0.2 0.0 0.0
C -2.95636 2.29171 1.76764 -0.1 0.1 0.0
N -3.87639 2.29609 0.64710 0.0 0.1 0.1
C -3.36643 2.74451 -0.62692 0.1 0.0 -0.1
C -2.75020 1.63376 -1.49104 -0.3 0.1 0.0
C -3.77870 0.52023 -1.69583 0.3 -0.3 0.1
C -4.21306 0.00698 -0.32475 -0.2 0.3 -0.1
C -4.77006 1.16868 0.50816 0.0 -0.2 0.0
H -5.05078 0.82059 1.50386 -0.1 0.0 0.0
H -5.67808 1.54127 0.01485 -0.1 -0.1 0.0
H -3.35907 -0.44624 0.17649 0.0 -0.1 0.0
H -4.98380 -0.75766 -0.43444 0.0 -0.1 0.0
C -3.24770 -0.61795 -2.58574 -0.4 0.1 0.1
N -1.88574 -0.99923 -2.28872 0.0 0.3 -0.3
C -1.55255 -1.96984 -1.42443 0.6 0.0 0.0
O -2.34556 -2.68314 -0.84879 -0.2 -0.2 0.2
C -0.05276 -2.19303 -1.23743 0.4 0.1 0.0
H 0.25596 -3.01674 -1.88509 -0.1 0.0 0.1
H 0.11846 -2.46057 -0.19553 -0.1 0.0 0.0
S 0.94965 -0.72449 -1.62620 0.0 -0.1 0.0
C 2.50340 -1.07624 -0.87970 -0.3 -0.7 -0.1
C 2.84694 -2.29575 -0.40807 -0.4 0.2 -0.2
C 4.11591 -2.55504 0.22842 0.2 0.0 0.1
O 4.43037 -3.64749 0.66718 -0.1 -0.2 0.0
N 4.98654 -1.47022 0.32340 0.1 -0.3 0.1
C 4.68128 -0.22678 -0.15993 -0.4 0.5 -0.3
C 5.59174 0.83316 -0.04981 0.1 0.0 0.0
C 5.26843 2.08044 -0.53827 -0.2 -0.3 0.0
C 4.04210 2.32800 -1.14892 0.0 0.1 0.0
C 3.14322 1.29539 -1.26151 0.2 -0.1 0.1
C 3.43427 0.01592 -0.77964 0.3 0.2 0.1
H 2.18546 1.46450 -1.72930 -0.1 0.1 0.0
H 3.80924 3.31157 -1.52195 0.0 0.1 0.0
Cl 6.41273 3.36321 -0.38730 0.1 0.1 0.0
H 6.55190 0.69082 0.41456 0.1 0.0 0.0
C 6.26272 -1.71773 0.96098 0.2 -0.2 0.2
H 6.37905 -1.09430 1.84813 0.0 0.0 0.0
H 7.08398 -1.53543 0.26704 0.0 0.0 0.0
H 6.26830 -2.76709 1.25574 0.1 0.2 0.0
H 2.20345 -3.15724 -0.47369 -0.1 0.0 0.0
H -1.15985 -0.41214 -2.66845 0.0 -0.1 0.0
H -3.28301 -0.31757 -3.63630 0.0 -0.1 0.0
H -3.87075 -1.50462 -2.44576 0.0 0.1 -0.1
H -4.65598 0.94215 -2.20172 0.0 0.0 0.0
H -1.86982 1.23325 -0.98443 0.0 0.0 -0.1
H -2.44004 2.05345 -2.45100 0.1 0.0 -0.1
H -2.63234 3.53347 -0.45158 0.0 0.1 0.0
H -4.21034 3.18315 -1.17585 0.1 0.1 -0.1
H -3.55510 2.08586 2.66091 0.1 0.1 0.0
H -2.56744 3.31213 1.85505 0.0 -0.1 0.1
H -0.38661 2.78446 1.01511 0.0 0.1 0.0
H 1.52570 1.23953 1.05079 0.1 0.0 0.0
H 1.21880 -1.09752 1.75362 0.0 -0.1 0.0
H -1.66554 -2.81949 1.69568 0.0 -0.1 0.0
H -1.69579 -2.39414 3.40300 0.0 -0.1 0.1
H -0.16510 -2.84236 2.63726 0.0 -0.1 0.0

***

Entry 6:
38
Properties=species:S:1:pos:R:3:forces:R:3 method="wB97M-V/def2-TZVPD" e_lumo_ev=4.77 charge=-2 homo_energy_ev=1.2 orbital_gap_ev=3.60
C 1.60024 2.55407 -1.23907 0.0 1.9 -0.9
I 2.55547 -0.73360 0.05437 1.6 -0.6 -0.5
H 1.50191 3.45814 -1.86341 0.5 0.7 -0.4
H 1.81713 1.67926 -1.88343 0.1 0.5 0.4
H 2.41491 2.64529 -0.50390 -0.2 -0.1 -0.3
C -0.36556 -1.97065 -3.97594 0.0 -0.1 0.3
C -0.24602 -0.55595 -2.21006 -0.2 -0.3 -0.3
N -0.12597 -1.84979 -2.61406 0.0 0.6 -0.9
H -0.90640 -0.38866 -5.40960 0.0 0.0 -0.1
I -2.76277 -0.37697 -0.12991 -1.7 -0.4 -0.5
N -0.60854 0.11529 -3.33720 0.4 -0.5 0.0
H -0.32948 -2.91194 -4.49276 0.0 -0.1 0.0
Sc -0.07304 0.17209 0.04998 -0.5 -0.2 3.4
C 0.38637 2.23602 -0.50813 1.8 -4.9 0.6
O -0.64408 2.61037 -0.01258 -1.6 3.0 -0.1
C -0.65043 -0.73672 -4.42521 -0.3 0.2 -0.2
C -0.94193 1.52511 -3.42398 0.0 0.3 0.0
H -1.45925 1.68233 -4.37860 0.0 0.0 0.2
H -0.04658 2.16482 -3.41802 -0.2 -0.3 0.1
H -1.60426 1.82714 -2.60199 0.2 -0.3 -0.1
C 0.10831 -2.98276 -1.75774 0.0 -0.5 0.6
H 0.61366 -3.77462 -2.32432 0.0 0.2 0.1
H -0.83922 -3.38805 -1.37293 0.2 0.2 -0.1
H 0.74475 -2.69691 -0.90827 -0.2 0.0 -0.3
C 1.24687 -0.73638 3.87475 0.3 -0.1 0.4
C -0.01345 -0.03111 3.40595 -0.1 -0.5 -2.9
C -1.26612 -0.74004 3.89160 -0.3 -0.1 0.4
C -0.00385 1.42684 3.82648 0.0 0.4 0.4
N -0.05358 -0.11250 1.93955 0.2 0.9 -0.2
H 1.30861 -0.75208 4.96964 0.1 -0.1 0.3
H 2.13360 -0.22687 3.47915 -0.2 -0.1 0.0
H 1.25849 -1.76795 3.50490 0.0 0.2 0.0
H -1.32640 -0.75837 4.98513 -0.1 -0.1 0.4
H -2.15261 -0.23323 3.49139 0.2 -0.1 0.0
H -1.27055 -1.77020 3.51581 0.0 0.2 0.0
H 0.89049 1.93446 3.44220 -0.2 -0.2 0.0
H -0.88806 1.94887 3.43973 0.2 -0.2 0.0
H -0.00267 1.51528 4.92046 0.0 0.1 0.3